Entry 1:
Here is a 2-piece molecular cluster, C9H17N2S overall at a distorted geometry from the OMol25 dataset. Energies are from wB97M-V/def2-TZVPD.

Each line ends with the natural charge from an NBO analysis.
Element x y z (Å)
C 3.39240 0.13920 1.38699  -0.252
C 1.99927 0.30841 1.26148  -0.180
C 4.00912 0.00371 0.16266  -0.363
C 1.54159 0.07457 -0.01748  -0.329
C -0.52579 2.11734 0.44104  -0.438
C -1.39924 1.46729 -1.80079  -0.405
C -1.00607 -2.52169 -0.56047  -0.446
C -2.21272 -0.96778 0.90489  -0.422
C 0.32620 0.31383 -0.73448  0.293
N -0.60158 1.25188 -0.68897  -0.326
N -0.93384 -1.46227 0.44892  -0.612
S 2.91119 -0.32865 -1.08959  0.515
H 3.96689 0.18367 2.33461  0.258
H 1.34221 0.70709 2.06976  0.246
H 5.08028 -0.18047 -0.03946  0.270
H -1.41886 2.93505 0.36591  0.240
H -0.81783 1.55372 1.26932  0.218
H 0.46311 2.69054 0.49183  0.248
H -1.19398 2.39899 -2.25498  0.229
H -1.30963 0.66139 -2.49920  0.226
H -2.51891 1.61749 -1.50872  0.225
H -1.38505 -3.60378 -0.24458  0.210
H -1.69659 -2.18023 -1.38191  0.197
H -0.01266 -2.73164 -1.03832  0.207
H -2.87698 -1.54241 1.56036  0.213
H -1.89846 -0.03628 1.53433  0.183
H -2.88814 -0.73701 0.01916  0.204
H 0.10419 -0.32673 -1.57637  0.225
H -0.44011 -1.80526 1.18407  0.368

The calculation puts the molar mass at 185.32 g/mol. The calculation puts the highest occupied orbital energy at -12.59 eV. The calculation puts the orbital gap at 8.6 eV. As for the lowest unoccupied orbital energy: -4.03 eV. The value obtained for the energy relative to the best compared isomer or geometry (same formula, charge and spin) is 35.8 kcal per mole. Its total charge is +1.

***

Entry 2:
Here is C2H4NOP as an isolated structure at a distorted geometry from the OMol25 dataset. Energies are from wB97M-V/def2-TZVPD.

Each line ends with the natural charge from an NBO analysis.
Element x y z (Å)
C 0.13286 1.45932 0.58913  0.228
C -0.28856 0.15607 1.03470  -0.740
N 0.49267 2.53825 0.35755  -0.340
O 0.71333 -0.90545 -1.67340  -0.959
P -0.78358 -0.85682 -0.96769  0.851
H 0.68625 -0.30505 1.39486  0.271
H -1.30859 0.03263 1.47315  0.268
H 0.88483 0.05011 -1.78914  0.489
H -0.52921 -2.16906 -0.41916  -0.068

The calculation puts the molar mass at 89.03 g/mol. The calculation puts the highest occupied orbital energy at -9.44 eV. The calculation puts the orbital gap at 9.7 eV. As for the lowest unoccupied orbital energy: 0.24 eV. The value obtained for the energy relative to the best compared isomer or geometry (same formula, charge and spin) is 24.7 kcal per mole. Its total charge is 0.

***

Entry 3:
Here is one molecule with the formula C14H18N2O6S at a distorted geometry from the OMol25 dataset. Energies are from wB97M-V/def2-TZVPD.

Each line ends with the natural charge from an NBO analysis.
Element x y z (Å)
C 3.13658 1.02678 -0.04009  -0.861
S 1.67406 0.48158 -0.94461  2.310
O 1.51337 -0.93718 -0.79158  -0.950
O 1.75717 0.96558 -2.29267  -0.959
N 0.47616 1.39333 -0.20934  -0.697
C -0.71412 1.55348 -1.03448  -0.309
C -1.49654 0.23804 -0.99866  0.658
O -2.04770 -0.07706 0.04391  -0.639
N -1.53539 -0.54810 -2.09048  -0.425
C -2.19363 -1.84141 -1.98976  -0.259
C -1.17919 -2.94415 -2.29680  -0.080
O -0.64979 -2.77644 -3.59291  -0.524
C 0.01914 -1.54087 -3.68761  -0.086
C -0.91916 -0.36129 -3.38718  -0.249
C 0.28905 1.27860 1.18661  0.231
C -0.18929 2.38513 1.87911  -0.257
C -0.37184 2.36249 3.25794  -0.240
C -0.04352 1.20283 3.91568  0.212
C 0.44597 0.09333 3.22461  0.314
C 0.62041 0.09945 1.86319  -0.352
O 0.70219 -0.91601 4.11105  -0.486
C 0.31126 -0.42797 5.37716  0.236
O -0.10970 0.91392 5.25291  -0.476
H 3.04491 0.72476 0.99425  0.253
H 3.99637 0.55908 -0.50373  0.256
H 3.18635 2.10270 -0.13600  0.250
H -0.37959 1.86725 -2.01930  0.235
H -1.34300 2.32715 -0.58977  0.238
H -2.59111 -1.94276 -0.98002  0.253
H -3.01062 -1.87962 -2.71907  0.194
H -1.65702 -3.92495 -2.28140  0.195
H -0.37040 -2.90865 -1.55318  0.181
H 0.39509 -1.46840 -4.70901  0.194
H 0.85918 -1.50806 -2.98201  0.193
H -0.33431 0.55259 -3.43496  0.230
H -1.71658 -0.32910 -4.14094  0.193
H -0.42958 3.28321 1.33300  0.217
H -0.75220 3.21813 3.78931  0.231
H 0.96120 -0.77366 1.33544  0.260
H -0.51756 -1.04032 5.76899  0.157
H 1.16338 -0.48343 6.07238  0.160

The calculation puts the molar mass at 342.37 g/mol. The calculation puts the highest occupied orbital energy at -8.02 eV. The calculation puts the orbital gap at 8.5 eV. Its SMILES is CS(=O)(=O)N(CC(=O)N1CCOCC1)c1ccc2c(c1)OCO2. As for the lowest unoccupied orbital energy: 0.53 eV. The value obtained for the energy relative to the best compared isomer or geometry (same formula, charge and spin) is 16.3 kcal per mole. Its total charge is 0.

***

- energy relative to the best compared isomer or geometry (same formula, charge and spin) of number 1 (C9H17N2S)?
  35.8 kcal per mole

***

- The lowest highest occupied orbital energy belongs to which entry?
  C9H17N2S

***

- The highest energy relative to the best compared isomer or geometry (same formula, charge and spin) belongs to which entry?
  C9H17N2S

***

- What is the highest occupied orbital energy in the first record?
  -12.59 eV